C32H35AsCsN7O4S4Sb | wB97M-V/def2-TZVPD

```
85
Properties=species:S:1:pos:R:3
Cs -0.59810 0.26252 -0.75033
O -4.69780 4.34752 5.15997
C -5.61870 4.14582 4.15387
O -6.75330 4.56052 4.32777
C -5.15860 3.43712 2.98177
C -3.80400 3.14542 2.70087
C -3.44710 2.46302 1.57427
C -4.40340 1.98812 0.64127
C -5.76690 2.28562 0.93007
C -6.11640 2.98572 2.04887
N -3.94690 1.26402 -0.39263
C -4.66000 1.00102 -1.45963
C -4.25040 0.10162 -2.47483
C -5.07020 -0.05988 -3.62003
C -4.71040 -0.95318 -4.59553
C -3.53600 -1.69078 -4.43613
C -2.78400 -1.46808 -3.28913
N -3.10770 -0.61428 -2.34213
H -3.87210 3.90102 4.93547
H -3.01170 3.48852 3.36087
H -2.40210 2.25532 1.36387
H -6.54100 1.91172 0.27207
H -7.15310 3.20682 2.26677
H -5.62360 1.49902 -1.65223
H -5.97680 0.52652 -3.70753
H -5.33510 -1.08998 -5.47143
H -3.21390 -2.41118 -5.17253
H -1.86730 -2.02648 -3.13573
S 0.29600 -0.44678 5.60107
Sb -1.61390 -0.94558 4.46327
S -0.89730 -1.14308 2.08287
S -0.97800 -2.96408 3.05707
O 1.18960 -2.21858 -1.13173
S 1.07760 -2.67998 0.24937
C 2.00930 -4.24098 0.32927
C 2.91430 -4.56098 -0.66523
C 3.60600 -5.75718 -0.59593
C 3.37560 -6.62828 0.45707
C 2.44740 -6.31108 1.43687
C 1.76110 -5.11068 1.37617
C 2.40930 -1.82228 1.13697
C 3.40580 -1.21568 0.39297
C 4.41680 -0.52928 1.04307
C 4.40510 -0.42528 2.42557
C 3.38920 -1.01358 3.16247
C 2.39650 -1.73168 2.51627
H 3.04510 -3.87778 -1.49023
H 4.32130 -6.01848 -1.36323
H 3.91220 -7.56628 0.50877
H 2.25480 -7.00358 2.24447
H 1.02270 -4.84538 2.11857
H 3.36150 -1.26688 -0.68433
H 5.20460 -0.05818 0.46987
H 5.18450 0.13122 2.93017
H 3.34940 -0.90378 4.23597
H 1.60860 -2.19158 3.09167
C 3.60250 0.31312 -3.75913
N 2.57280 0.57292 -2.78593
C 2.23660 1.80552 -2.37603
N 3.03340 2.85522 -2.84083
O 1.34420 2.02932 -1.56623
H 3.77500 -0.76058 -3.76553
H 4.52570 0.82912 -3.49103
H 3.31090 0.59962 -4.77723
H 1.75830 -0.07918 -2.92053
H 3.31600 2.78832 -3.80603
H 2.62350 3.74652 -2.59893
C 1.12260 4.98452 1.58907
As 0.68270 3.07342 1.22917
C 0.25640 2.64802 3.09937
C 2.53390 2.46332 1.30477
H 1.83260 5.05312 2.41527
H 0.22330 5.54572 1.84857
H 1.56810 5.43972 0.70237
H 1.05190 2.95622 3.77967
H 0.11110 1.57232 3.19697
H -0.66550 3.14392 3.40017
H 3.02450 2.83462 2.20707
H 3.07560 2.80732 0.42537
H 2.54620 1.37642 1.31557
N 1.10750 -4.92668 -5.86113
C 1.15070 -3.80008 -5.58683
N 1.30430 -2.54138 -5.43973
C 0.89860 -1.68908 -4.60323
N 0.62770 -0.75908 -3.95183
```

Results
Gap between HOMO and LUMO (spin up / spin down) ... 0.14902 / 0.23505 Ha
Charge ... -2
HOMO level (spin up / spin down) ... -0.8 / -3.1 eV
<S²> ... 0.7842
Spin multiplicity ... 2

In the Mulliken picture, each atom carries the following charge in e: number 1, Cs, carries 1.63; number 2, O, carries -0.51; number 3, C, carries 0.74; number 4, O, carries -0.66; number 5, C, carries 0.53; number 6, C, carries -0.56; number 7, C, carries 0.04; number 8, C, carries 0.36; number 9, C, carries -0.62; number 10, C, carries -0.85; number 11, N, carries 0.05; number 12, C, carries -0.61; number 13, C, carries 0.57; number 14, C, carries -0.88; number 15, C, carries -0.23; number 16, C, carries -0.93; number 17, C, carries -0.19; number 18, N, carries -0.08; number 19, H, carries 0.32; number 20, H, carries -0.03; number 21, H, carries 0.14; number 22, H, carries 0.26; number 23, H, carries 0.40; number 24, H, carries 0.15; number 25, H, carries 0.29; number 26, H, carries 0.38; number 27, H, carries 0.40; number 28, H, carries 0.52; number 29, S, carries -0.71; number 30, Sb, carries 0.25; number 31, S, carries -0.33; number 32, S, carries -0.42; number 33, O, carries -0.47; number 34, S, carries 0.34; number 35, C, carries 0.17; number 36, C, carries -0.29; number 37, C, carries -0.73; number 38, C, carries -0.42; number 39, C, carries -0.62; number 40, C, carries -0.15; number 41, C, carries 1.25; number 42, C, carries -0.38; number 43, C, carries -0.49; number 44, C, carries -0.50; number 45, C, carries -0.62; number 46, C, carries -0.67; number 47, H, carries 0.37; number 48, H, carries 0.38; number 49, H, carries 0.35; number 50, H, carries 0.40; number 51, H, carries 0.19; number 52, H, carries 0.12; number 53, H, carries 0.36; number 54, H, carries 0.36; number 55, H, carries 0.40; number 56, H, carries 0.32; number 57, C, carries -1.29; number 58, N, carries 0.58; number 59, C, carries 0.17; number 60, N, carries -0.54; number 61, O, carries -0.49; number 62, H, carries 0.35; number 63, H, carries 0.45; number 64, H, carries 0.36; number 65, H, carries -0.27; number 66, H, carries 0.20; number 67, H, carries 0.31; number 68, C, carries -1.25; number 69, As, carries 0.14; number 70, C, carries -0.53; number 71, C, carries -0.64; number 72, H, carries 0.35; number 73, H, carries 0.35; number 74, H, carries 0.34; number 75, H, carries 0.48; number 76, H, carries -0.13; number 77, H, carries 0.16; number 78, H, carries 0.56; number 79, H, carries 0.42; number 80, H, carries -0.28; number 81, N, carries -0.67; number 82, C, carries 0.55; number 83, N, carries -0.76; number 84, C, carries 0.63; number 85, N, carries -0.63

***

C15H43BO7 | wB97M-V/def2-TZVPD

```
66
Properties=species:S:1:pos:R:3
B -0.58768 0.74054 3.79400
C 0.04694 1.44378 2.48885
C 1.49183 0.59541 2.32622
C 2.68561 1.10830 3.34044
O 2.63489 1.37219 1.78335
H -1.19038 -0.28597 3.68101
H -0.43265 1.22057 4.87191
H -0.52031 1.26565 1.53274
H 0.36299 2.50816 2.65295
H 1.42929 -0.55014 2.11115
H 2.85223 2.20507 3.48586
H 3.39932 0.28574 3.62600
C 0.30721 5.81399 4.35182
C -0.37988 4.80851 5.25580
O -0.03384 3.48039 4.87475
H 0.02279 5.64913 3.31001
H 0.04298 6.83620 4.63161
H 1.39408 5.70477 4.40759
H -1.46400 4.90626 5.18121
H -0.09037 4.96239 6.30040
H 0.92403 3.39560 4.95136
C 2.04291 -0.37613 -1.79766
C 2.07152 0.99707 -2.43961
O 1.40700 1.94133 -1.60662
H 1.01261 -0.69970 -1.62875
H 2.54445 -1.11272 -2.42968
H 2.53512 -0.35686 -0.82103
H 1.56046 0.97883 -3.40407
H 3.10121 1.33229 -2.60118
H 1.86872 1.95915 -0.75835
C 3.88705 -4.15280 -2.93996
C 2.65494 -4.38635 -2.08722
O 1.48118 -4.05525 -2.82184
H 3.93895 -3.10971 -3.26054
H 4.79695 -4.39725 -2.38748
H 3.85172 -4.76403 -3.84614
H 2.68336 -3.75904 -1.19468
H 2.59034 -5.43261 -1.77169
H 1.45950 -4.61896 -3.60323
C -2.16925 -4.90694 -0.55129
C -0.67607 -5.13355 -0.68933
O -0.21760 -6.03465 0.31556
H -2.40552 -4.50198 0.43534
H -2.53147 -4.21283 -1.31307
H -2.71432 -5.85036 -0.64830
H -0.13524 -4.19411 -0.57121
H -0.43296 -5.54906 -1.67132
H -0.69184 -6.86533 0.19999
C -3.87132 2.72984 -0.43471
C -3.34049 2.21020 0.88344
O -3.48007 0.79549 0.94424
H -4.92329 2.46418 -0.56146
H -3.77528 3.81639 -0.49915
H -3.32806 2.28108 -1.27053
H -3.89417 2.64017 1.72005
H -2.28253 2.46589 1.00008
H -2.98168 0.42163 0.20647
C -1.30961 0.31787 -4.73939
C -1.95616 0.88863 -3.49464
O -2.23895 -0.15194 -2.56216
H -1.96145 -0.42067 -5.21155
H -1.09132 1.10688 -5.46260
H -0.37770 -0.19559 -4.48543
H -2.89696 1.38327 -3.74206
H -1.29692 1.62021 -3.01558
H -1.40285 -0.57851 -2.34072
```

Results
Gap between HOMO and LUMO ... 0.38195 Ha
Charge ... 0
HOMO level ... -9.9 eV

In the Mulliken picture, each atom carries the following charge in e: number 1, B, carries 0.41; number 2, C, carries -0.12; number 3, C, carries 0.08; number 4, C, carries -0.58; number 5, O, carries -0.46; number 6, H, carries -0.09; number 7, H, carries -0.09; number 8, H, carries -0.14; number 9, H, carries 0.14; number 10, H, carries 0.35; number 11, H, carries 0.26; number 12, H, carries 0.27; number 13, C, carries -1.02; number 14, C, carries -0.31; number 15, O, carries -0.41; number 16, H, carries 0.24; number 17, H, carries 0.37; number 18, H, carries 0.32; number 19, H, carries 0.30; number 20, H, carries 0.24; number 21, H, carries 0.22; number 22, C, carries -0.42; number 23, C, carries -0.42; number 24, O, carries -0.49; number 25, H, carries 0.03; number 26, H, carries 0.06; number 27, H, carries 0.37; number 28, H, carries 0.23; number 29, H, carries 0.34; number 30, H, carries 0.28; number 31, C, carries -1.15; number 32, C, carries -0.25; number 33, O, carries -0.47; number 34, H, carries 0.25; number 35, H, carries 0.35; number 36, H, carries 0.35; number 37, H, carries 0.29; number 38, H, carries 0.40; number 39, H, carries 0.26; number 40, C, carries -1.14; number 41, C, carries 0.14; number 42, O, carries -0.54; number 43, H, carries 0.30; number 44, H, carries 0.30; number 45, H, carries 0.37; number 46, H, carries 0.10; number 47, H, carries 0.17; number 48, H, carries 0.30; number 49, C, carries -0.80; number 50, C, carries 0.05; number 51, O, carries -0.51; number 52, H, carries 0.28; number 53, H, carries 0.36; number 54, H, carries -0.01; number 55, H, carries 0.32; number 56, H, carries 0.03; number 57, H, carries 0.31; number 58, C, carries -1.19; number 59, C, carries -0.14; number 60, O, carries -0.48; number 61, H, carries 0.34; number 62, H, carries 0.34; number 63, H, carries 0.22; number 64, H, carries 0.39; number 65, H, carries 0.26; number 66, H, carries 0.25

***

C2H3NP2 | wB97M-V/def2-TZVPD

```
8
Properties=species:S:1:pos:R:3
C 0.78457 0.44497 -0.25096
N 0.00486 1.43334 -0.24741
P -1.62710 0.89327 0.07034
P -1.21955 -1.23955 0.05099
C 0.44923 -0.89541 -0.30742
H 1.83590 0.50717 -0.54000
H -1.35530 0.56491 1.50337
H 1.12740 -1.70869 -0.27890
```

Results
Gap between HOMO and LUMO ... 0.32158 Ha
Charge ... 0
HOMO level ... -9.6 eV

In the Mulliken picture, each atom carries the following charge in e: number 1, C, carries 0.07; number 2, N, carries -0.52; number 3, P, carries 0.00; number 4, P, carries -0.04; number 5, C, carries -0.31; number 6, H, carries 0.32; number 7, H, carries 0.11; number 8, H, carries 0.37